Model one:
# C22H24FN3O3

A structure of composition C22H24FN3O3 (ωB97M-V/def2-TZVPD, the OMol25 dataset).

## Properties
2S+1: 1
Lowest unoccupied orbital energy, eV: 0.4
HOMO-LUMO gap, hartree: 0.32388
HOMO level, eV: -8.46

CARTESIAN COORDINATES (ANGSTROEM)
F: -0.47 -1.49 -3.19
O: -2.49 -2.94 2.97
O: 1.20 2.09 1.50
O: -3.14 2.30 0.70
N: -0.45 3.39 0.65
N: -0.35 -2.94 1.16
N: -3.40 -1.11 1.95
C: 3.91 -0.05 -1.26
C: -2.93 1.33 2.81
C: 0.39 -2.96 0.02
C: -0.36 -2.28 -0.97
C: 2.33 1.12 -2.68
C: 1.09 2.35 -0.88
C: 1.66 -3.49 -0.24
C: -2.13 2.06 1.72
C: -2.50 -2.15 2.03
C: 2.16 -3.34 -1.51
C: 3.81 0.74 -2.58
C: -1.57 0.69 1.32
C: 1.95 1.40 -1.25
C: 0.22 -2.14 -2.24
C: -1.54 -2.29 0.92
C: -1.58 -1.87 -0.37
C: 0.66 2.59 0.52
C: 1.45 -2.66 -2.52
C: -1.25 3.26 1.86
C: 2.76 0.48 -0.37
C: -3.80 1.02 0.63
C: -3.00 0.25 1.69
H: 3.79 -1.11 -1.45
H: 3.14 -3.74 -1.74
H: 1.87 -2.54 -3.51
H: -4.86 1.12 0.88
H: -0.81 0.32 2.01
H: -3.70 0.59 -0.37
H: -0.98 3.53 -0.19
H: -2.39 -1.34 -0.84
H: -3.87 1.78 3.15
H: 4.88 0.09 -0.79
H: 4.41 1.65 -2.53
H: 1.74 0.26 -3.02
H: -0.14 -3.38 2.04
H: -1.85 4.16 2.00
H: -2.31 1.00 3.65
H: -0.58 3.14 2.70
H: 2.11 1.95 -3.35
H: 0.61 2.96 -1.64
H: 3.10 0.98 0.53
H: 2.12 -0.35 -0.03
H: -1.24 0.58 0.28
H: 4.15 0.17 -3.44
H: 2.22 -4.00 0.54
H: -4.07 -1.18 2.71

Atomic partial charges in e from the Löwdin method, atoms 1 to 4: 0.071, 0.082, 0.053, -0.065

=====

Model two:
# C22H24FN3O3

A structure of composition C22H24FN3O3 (ωB97M-V/def2-TZVPD, the OMol25 dataset).

## Properties
2S+1: 1
Lowest unoccupied orbital energy, eV: 0.2
HOMO-LUMO gap, hartree: 0.31819
HOMO level, eV: -8.47

CARTESIAN COORDINATES (ANGSTROEM)
F: -0.36 2.67 3.03
O: 5.26 -0.86 2.59
O: -0.62 0.84 -1.69
O: 3.66 -0.16 -2.00
N: 1.16 0.95 -3.08
N: 4.10 1.57 3.16
N: 3.45 -1.57 1.37
C: 0.33 2.99 -2.12
C: 0.89 3.06 3.35
C: 1.45 -0.47 -2.94
C: -1.29 3.20 -0.15
C: 0.22 1.52 -2.25
C: 1.95 2.17 3.14
C: -0.30 3.69 -1.17
C: 3.18 -1.09 0.02
C: 2.01 -0.16 -0.35
C: -2.00 4.47 0.38
C: 4.12 -0.68 2.23
C: 1.11 4.31 3.86
C: 3.50 3.87 4.00
C: -0.10 5.17 -0.97
C: 2.65 -2.05 -1.07
C: 4.32 -0.40 -0.75
C: 2.33 -0.70 -1.75
C: 2.43 4.70 4.19
C: -1.45 5.65 -0.44
C: 3.38 0.52 2.64
C: 3.25 2.60 3.47
C: 2.05 0.84 2.61
H: -0.74 2.69 0.65
H: 0.27 4.98 4.02
H: 3.36 -2.70 -1.57
H: 2.13 0.91 -0.19
H: 1.05 -0.51 0.01
H: 1.96 1.53 -3.32
H: 5.09 1.53 3.32
H: 5.19 -1.04 -0.91
H: -1.36 6.56 0.16
H: -3.08 4.38 0.27
H: 4.04 -2.40 1.32
H: 1.92 -0.84 -3.85
H: 1.76 -2.59 -0.75
H: -1.96 2.46 -0.57
H: 1.25 0.21 2.27
H: 4.63 0.54 -0.30
H: 0.67 5.31 -0.20
H: 4.51 4.18 4.25
H: -1.81 4.60 1.45
H: 2.58 5.69 4.60
H: -2.12 5.87 -1.27
H: 0.50 -0.99 -2.80
H: 0.24 5.68 -1.87
H: 1.02 3.49 -2.78

Atomic partial charges in e from the Löwdin method, atoms 1 to 4: 0.068, 0.093, 0.054, -0.066

=====

Relative energy table, unit kJ/mol: model one 0.0; model two 17.2

=====

Model one:
# CH2Br3PS

The molecule CH2Br3PS (ωB97M-V/def2-TZVPD, the OMol25 dataset).

## Properties
2S+1: 1
Lowest unoccupied orbital energy, eV: -1.2
HOMO-LUMO gap, hartree: 0.31828
SMILES: S=P(Br)(Br)CBr
HOMO level, eV: -9.90

CARTESIAN COORDINATES (ANGSTROEM)
Br: 0.45 -2.41 -0.44
Br: -1.74 0.38 -1.92
Br: -1.88 -0.72 1.50
S: -0.30 2.40 0.64
P: -0.62 0.62 0.09
C: 1.02 -0.31 0.02
H: 1.57 -0.04 0.97
H: 1.51 0.08 -0.87

Atomic partial charges in e from the Löwdin method, atoms 1 to 4: 0.352, 0.231, 0.208, 0.203

=====

Model two:
# CH2Br3PS

The molecule CH2Br3PS (ωB97M-V/def2-TZVPD, the OMol25 dataset).

## Properties
2S+1: 1
Lowest unoccupied orbital energy, eV: -1.9
HOMO-LUMO gap, hartree: 0.25190
HOMO level, eV: -8.73

CARTESIAN COORDINATES (ANGSTROEM)
Br: 0.32 -0.18 -1.82
Br: -1.87 0.22 2.85
Br: -1.46 -2.71 1.31
S: -1.74 0.30 -0.34
P: -0.67 -0.68 1.16
C: 1.67 0.72 -1.28
H: 1.66 1.85 -1.46
H: 2.10 0.46 -0.42

Atomic partial charges in e from the Löwdin method, atoms 1 to 4: 0.796, 0.101, 0.135, -0.052

=====

Relative energy table, unit kJ/mol: model one 0.0; model two 269.7

=====

Model one:
# C5H13N

The molecule C5H13N (ωB97M-V/def2-TZVPD, the OMol25 dataset).

## Properties
2S+1: 1
Lowest unoccupied orbital energy, eV: 1.2
HOMO-LUMO gap, hartree: 0.36952
SMILES: CCN(C)CC
HOMO level, eV: -8.89

CARTESIAN COORDINATES (ANGSTROEM)
N: -0.15 0.02 0.08
C: 0.32 1.20 2.11
C: -0.84 -1.72 -1.53
C: -0.57 0.99 -0.87
C: 0.95 0.53 0.96
C: 0.36 -1.14 -0.62
H: 1.62 -0.27 1.40
H: 0.51 -2.04 0.09
H: 0.22 1.49 -1.51
H: -1.58 -1.09 -1.98
H: -1.39 -2.44 -0.87
H: 0.03 2.23 1.85
H: 1.01 1.25 3.02
H: -1.51 0.67 -1.32
H: -0.60 0.80 2.42
H: 1.60 1.23 0.46
H: -0.34 -2.39 -2.21
H: -0.96 1.88 -0.27
H: 1.31 -1.20 -1.21

Atomic partial charges in e from the Löwdin method, atoms 1 to 4: -0.232, -0.128, -0.090, -0.138

=====

Model two:
# C5H13N

The molecule C5H13N (ωB97M-V/def2-TZVPD, the OMol25 dataset).

## Properties
2S+1: 1
Lowest unoccupied orbital energy, eV: 1.2
HOMO-LUMO gap, hartree: 0.36720
SMILES: CCCN(C)C
HOMO level, eV: -8.83

CARTESIAN COORDINATES (ANGSTROEM)
N: -0.49 -0.25 -0.60
C: -0.33 1.42 1.82
C: -0.75 -1.55 -1.38
C: 0.84 0.55 1.28
C: 0.36 -0.67 0.62
C: 0.28 0.52 -1.60
H: 0.06 -1.75 -2.15
H: -0.40 1.20 2.80
H: -0.33 -1.30 1.34
H: 1.09 -1.44 0.30
H: -1.03 -2.32 -0.67
H: -0.02 2.45 1.63
H: 1.63 0.16 2.08
H: -1.70 -1.35 -1.94
H: -0.32 0.58 -2.47
H: 0.54 1.44 -1.01
H: -1.18 1.19 1.15
H: 1.42 1.16 0.64
H: 1.23 0.05 -1.91

Atomic partial charges in e from the Löwdin method, atoms 1 to 4: -0.245, -0.074, -0.119, -0.291

=====

Model three:
# C5H13N

The molecule C5H13N (ωB97M-V/def2-TZVPD, the OMol25 dataset).

## Properties
2S+1: 1
Lowest unoccupied orbital energy, eV: 1.1
HOMO-LUMO gap, hartree: 0.36846
SMILES: CCCN(C)C
HOMO level, eV: -8.90

CARTESIAN COORDINATES (ANGSTROEM)
N: 0.38 -0.09 -0.73
C: 0.76 1.33 -0.57
C: 0.56 -0.92 1.91
C: -0.69 -0.11 1.64
C: -0.99 -0.34 0.10
C: 0.04 -0.25 -2.22
H: 1.65 1.46 -1.30
H: 0.95 -0.21 -2.85
H: -0.81 0.96 1.84
H: 0.06 2.10 -1.03
H: -1.42 -0.49 2.32
H: 1.22 1.52 0.49
H: 0.78 -0.99 2.98
H: 0.32 -1.86 1.43
H: -0.58 0.66 -2.53
H: -1.78 0.47 -0.36
H: -1.39 -1.33 -0.09
H: -0.52 -1.29 -2.51
H: 1.46 -0.61 1.48

Atomic partial charges in e from the Löwdin method, atoms 1 to 4: -0.258, -0.174, -0.126, -0.259

=====

Model four:
# C5H13N

A cluster of 2 separate species, C5H13N in total (ωB97M-V/def2-TZVPD, the OMol25 dataset).

## Properties
2S+1: 1
Lowest unoccupied orbital energy, eV: 1.1
HOMO-LUMO gap, hartree: 0.35578
SMILES: C=CN.CCC
HOMO level, eV: -8.55

CARTESIAN COORDINATES (ANGSTROEM)
N: 2.93 0.16 1.04
C: 1.99 0.78 -1.12
C: -1.86 -0.06 1.37
C: 1.93 0.13 0.04
C: -1.78 0.39 -0.11
C: -1.49 -0.82 -1.01
H: -0.53 -1.32 -0.94
H: 2.98 -0.76 1.45
H: 1.01 -0.36 0.31
H: -1.11 1.24 -0.19
H: 1.32 0.63 -1.95
H: -0.88 -0.47 1.61
H: -1.61 -0.53 -2.06
H: 2.83 1.45 -1.32
H: -1.92 0.83 2.01
H: -2.75 0.76 -0.43
H: 3.82 0.33 0.60
H: -2.66 -0.77 1.51
H: -2.22 -1.60 -0.81

Atomic partial charges in e from the Löwdin method, atoms 1 to 4: 0.024, -0.021, -0.114, -0.295

=====

Relative energy table, unit kJ/mol: model one 74.3; model two 90.1; model three 116.9; model four 0.0

=====

Model one:
# C5H13N

The molecule C5H13N (ωB97M-V/def2-TZVPD, the OMol25 dataset).

## Properties
2S+1: 1
Lowest unoccupied orbital energy, eV: 1.1
HOMO-LUMO gap, hartree: 0.37109
SMILES: CC(C)[C@H](C)N
HOMO level, eV: -9.03

CARTESIAN COORDINATES (ANGSTROEM)
N: -0.08 -0.09 -1.81
C: 0.16 -0.34 0.66
C: -0.26 1.98 -0.42
C: -1.29 -0.65 0.69
C: 0.42 0.60 -0.57
C: 1.21 -1.50 0.90
H: 0.41 0.34 1.56
H: 1.19 -1.54 2.09
H: -0.13 0.53 -2.62
H: -1.84 0.23 1.28
H: 0.39 -0.91 -2.11
H: -0.24 2.70 -1.44
H: 0.08 2.44 0.50
H: 2.10 -1.54 0.43
H: -1.31 1.73 -0.03
H: -1.46 -1.47 1.38
H: -1.63 -0.73 -0.33
H: 0.70 -2.40 0.43
H: 1.59 0.65 -0.59

Atomic partial charges in e from the Löwdin method, atoms 1 to 4: 0.017, -0.439, -0.087, -0.113

=====

Model two:
# C5H13N

The molecule C5H13N (ωB97M-V/def2-TZVPD, the OMol25 dataset).

## Properties
2S+1: 1
Lowest unoccupied orbital energy, eV: 1.2
HOMO-LUMO gap, hartree: 0.36484
SMILES: CNCC(C)C
HOMO level, eV: -8.77

CARTESIAN COORDINATES (ANGSTROEM)
N: -0.68 -1.08 0.81
C: -1.87 -0.99 1.74
C: 0.58 -0.27 -1.82
C: -0.34 0.28 0.43
C: 1.52 1.72 -0.53
C: 0.94 0.30 -0.45
H: -0.13 1.01 1.21
H: 1.24 0.02 -2.64
H: 1.69 -0.32 0.03
H: 0.50 -1.36 -1.76
H: -2.49 -1.90 1.61
H: -0.82 -1.60 -0.04
H: 0.80 2.35 -1.05
H: 2.47 1.71 -1.06
H: 1.83 2.09 0.45
H: -1.10 0.76 -0.23
H: -1.69 -0.89 2.80
H: -0.45 0.00 -2.08
H: -2.49 -0.31 1.15

Atomic partial charges in e from the Löwdin method, atoms 1 to 4: -0.110, -0.107, -0.087, -0.276

=====

Model three:
# C5H13N

A structure of composition C5H13N (ωB97M-V/def2-TZVPD, the OMol25 dataset).

## Properties
2S+1: 1
Lowest unoccupied orbital energy, eV: -0.3
HOMO-LUMO gap, hartree: 0.24716
HOMO level, eV: -7.07

CARTESIAN COORDINATES (ANGSTROEM)
N: 0.53 -0.98 -1.69
C: 1.15 1.74 -1.07
C: -1.13 -0.31 1.16
C: -0.80 -1.79 1.53
C: 0.12 0.32 0.59
C: -0.01 1.47 -0.29
H: -0.78 2.22 -0.13
H: -1.48 0.23 2.05
H: 1.29 -0.53 -2.20
H: -1.05 -2.40 0.66
H: 0.59 -1.99 -1.71
H: 0.17 1.12 -1.53
H: 0.51 -0.44 -0.35
H: 1.18 2.74 -1.48
H: -1.95 -0.39 0.45
H: -1.38 -2.18 2.37
H: 0.26 -1.91 1.76
H: 2.10 1.34 -0.74
H: 0.82 0.60 1.38

Atomic partial charges in e from the Löwdin method, atoms 1 to 4: -0.112, 0.006, -0.255, -0.109

=====

Relative energy table, unit kJ/mol: model one 89.3; model two 0.0; model three 484.5